Entry 1:
DFT (ωB97M-V/def2-TZVPD) results for 2 unconnected molecules or ions with the total composition C4H8NO3.

ORCA input file:
```
! RIJCOSX wB97M-V def2-TZVPD def2/J DEFGRID3
* xyz -1 1
C 1.977 1.647 2.056
C 0.928 0.505 1.705
O 0.942 -0.102 0.674
N 0.136 0.242 2.761
H 2.388 1.838 1.137
H 2.432 1.201 2.891
H -0.367 -0.623 2.891
H 0.107 0.848 3.499
H 1.638 2.655 2.241
C -1.498 -0.783 -3.385
C -1.344 -1.734 -2.018
O -1.884 -1.305 -1.067
O -0.924 -2.876 -2.281
H -1.510 -1.249 -4.208
H -0.625 -0.094 -3.585
H -2.395 -0.172 -3.312
*
```

Computed properties:
HOMO energy ... -3.22 eV
Energy above the lowest of the compared OMol25 structures with the same formula, charge and spin ... 70.5 kcal per mole
Electronic energy ... -437.69309 Eh
Gap between HOMO and LUMO ... 6.2 eV

---

Entry 2:
DFT (ωB97M-V/def2-TZVPD) results for a molecular structure, C22H33N5NbO.

ORCA input file:
```
! RIJCOSX wB97M-V def2-TZVPD def2/J DEFGRID3
* xyz -1 1
C -9.343 -4.887 4.083
C -8.926 -4.631 2.875
Nb -7.616 -2.808 2.493
O -6.372 -3.812 1.180
H -8.823 -4.557 4.960
H -10.270 -5.430 4.224
H -9.245 -5.255 2.052
H -6.612 -3.332 3.952
H -6.576 -1.294 2.378
H -8.680 -2.307 1.053
H -8.724 -1.866 3.572
H -5.901 -3.145 0.657
N -4.429 -1.539 -1.843
C -3.511 -0.527 -1.838
C -2.267 -1.088 -1.734
C -2.443 -2.498 -1.677
C -3.788 -2.743 -1.748
H -5.424 -1.417 -1.903
H -3.820 0.501 -1.907
H -1.335 -0.547 -1.705
H -1.673 -3.247 -1.594
H -4.342 -3.665 -1.737
N 1.598 -0.965 -0.815
C 2.755 -1.225 -1.493
C 3.666 -0.263 -1.149
C 3.033 0.609 -0.222
C 1.758 0.147 -0.037
H 0.755 -1.508 -0.879
H 2.829 -2.066 -2.160
H 4.676 -0.194 -1.519
H 3.462 1.475 0.255
H 0.954 0.513 0.578
N 6.999 1.723 -1.326
C 7.918 2.739 -1.320
C 9.163 2.181 -1.216
C 8.990 0.772 -1.161
C 7.646 0.521 -1.233
H 6.003 1.841 -1.387
H 7.606 3.768 -1.387
H 10.094 2.721 -1.184
H 9.764 0.028 -1.078
H 7.096 -0.404 -1.224
N -2.415 -0.329 4.117
C -2.334 0.259 5.352
C -3.580 0.207 5.918
C -4.445 -0.439 4.991
C -3.698 -0.759 3.893
H -1.654 -0.431 3.474
H -1.403 0.659 5.717
H -3.844 0.589 6.890
H -5.494 -0.649 5.113
H -3.968 -1.253 2.976
N 6.161 4.132 -3.902
C 4.908 4.052 -4.446
C 4.604 5.274 -4.981
C 5.720 6.124 -4.755
C 6.664 5.389 -4.089
H 6.640 3.380 -3.438
H 4.343 3.136 -4.404
H 3.685 5.531 -5.480
H 5.818 7.156 -5.047
H 7.646 5.651 -3.734
*
```

Computed properties:
HOMO energy ... -4.56 eV
Electronic energy ... -1263.85224 Eh
Gap between HOMO and LUMO ... 6.4 eV

---

Entry 3:
DFT (ωB97M-V/def2-TZVPD) results for 2 unconnected molecules or ions with the total composition CH2Cl2N2.

ORCA input file:
```
! RIJCOSX wB97M-V def2-TZVPD def2/J DEFGRID3
* xyz 0 1
C 0.438 -0.607 -0.190
N 1.363 0.083 0.165
N -0.619 -1.201 -0.214
Cl -2.048 1.860 0.312
Cl 3.023 -0.177 0.215
H -1.243 -1.316 -0.927
H -0.914 1.358 0.639
*
```

Computed properties:
HOMO energy ... -10.30 eV
Structure (SMILES) ... N=C=NCl.Cl
Energy above the lowest of the compared OMol25 structures with the same formula, charge and spin ... 28.4 kcal per mole
Electronic energy ... -1069.12679 Eh
Gap between HOMO and LUMO ... 10.4 eV